<P>
ORCA calculation (wB97M-V/def2-TZVPD) on C4H10N2O2S in the gas phase.

Computed properties:
Molecular weight ... 150.20 g mol⁻¹
Kohn-Sham gap ... 0.3535 Ha

Structure (ORCA input):
```
! wB97M-V def2-TZVPD RIJCOSX def2/J DEFGRID3
* xyz 0 1
H 3.03 0.19 -0.58
H 2.45 -0.95 1.81
H -2.89 1.81 -0.69
H -3.44 2.37 0.97
C 2.27 -0.48 -0.34
H 1.83 -2.20 0.68
N -2.10 0.77 0.87
H 3.40 -1.97 0.77
H 0.89 1.12 0.47
O -1.51 -1.61 0.23
C 2.54 -1.44 0.78
C -2.65 2.00 0.27
H 2.13 -1.12 -1.30
H -1.81 2.69 0.27
H -0.01 -0.79 -1.48
S -2.04 -0.31 -0.22
N -0.14 0.01 -0.85
O -2.86 -0.36 -1.41
C 0.93 0.28 -0.25
*
```

<Q>
ORCA calculation (wB97M-V/def2-TZVPD) on C4H10N2O2S in the gas phase.

Computed properties:
Molecular weight ... 150.20 g mol⁻¹
Kohn-Sham gap ... 0.3169 Ha

Structure (ORCA input):
```
! wB97M-V def2-TZVPD RIJCOSX def2/J DEFGRID3
* xyz 0 1
H -0.15 2.63 -0.43
O 1.91 0.09 -1.41
H 0.80 -3.13 0.88
H -2.44 1.20 -1.26
N 0.08 -1.36 0.09
H -1.47 -0.24 -1.36
N -0.87 0.73 0.21
C 1.21 -2.25 0.27
C -1.92 0.43 -0.64
C 0.14 -0.13 0.50
S 1.96 0.72 -0.03
H -2.83 -0.12 -0.05
C -0.70 2.11 0.48
O 2.90 0.15 0.97
H 2.04 -1.75 0.75
H -1.54 2.78 0.64
H 1.74 -2.38 -0.77
H -0.81 -1.81 -0.15
H -0.06 2.35 1.35
*
```

<R>
ORCA calculation (wB97M-V/def2-TZVPD) on C4H10N2O2S in the gas phase.

Computed properties:
Molecular weight ... 150.20 g mol⁻¹
Kohn-Sham gap ... 0.3400 Ha

Structure (ORCA input):
```
! wB97M-V def2-TZVPD RIJCOSX def2/J DEFGRID3
* xyz 0 1
H -1.72 -1.07 -1.55
C 1.11 0.42 2.30
H 0.33 0.58 3.13
H 0.46 -2.49 -0.36
N 0.94 1.30 -0.41
H -1.35 2.51 0.69
C -0.76 -0.72 -1.05
H 0.07 0.43 -2.75
H 1.47 -0.64 2.29
H 0.37 -2.17 -2.21
H 2.01 1.09 2.29
H -0.92 -1.00 1.21
C -0.68 0.51 -1.91
C 0.40 -1.66 -1.25
N -0.93 -0.31 0.35
O -0.94 1.91 1.42
S 0.23 0.90 0.78
H 1.30 -1.11 -1.27
O -1.39 1.52 -1.70
*
```

Least stable = <R>

<P>
ORCA calculation (wB97M-V/def2-TZVPD) on a molecular structure, C6H18BrMnNO6.

Computed properties:
Molecular weight ... 335.05 g mol⁻¹
Kohn-Sham gap (spin up / spin down) ... 0.3198 / 0.3319 Ha

Structure (ORCA input):
```
! wB97M-V def2-TZVPD RIJCOSX def2/J DEFGRID3
* xyz 0 6
Mn 12.21 -20.83 -14.82
O 11.60 -19.75 -13.05
C 12.08 -18.41 -12.76
H 11.59 -23.40 -14.05
O 12.51 -21.92 -16.69
C 9.85 -22.65 -13.46
H 11.34 -16.39 -12.65
H 9.51 -21.64 -13.26
C 11.60 -22.82 -17.35
H 11.71 -21.86 -19.29
H 9.14 -24.30 -14.74
H 9.89 -23.23 -12.54
H 12.48 -18.37 -11.75
H 10.26 -22.85 -19.04
H 10.96 -19.95 -12.36
N 10.72 -19.06 -16.13
H 8.91 -22.67 -15.39
H 12.14 -23.73 -17.63
H 7.89 -23.25 -14.09
H 10.83 -23.12 -16.65
O 11.20 -22.52 -13.97
C 8.91 -23.27 -14.48
O 10.05 -18.21 -16.66
H 13.37 -22.01 -17.12
H 12.93 -18.25 -13.42
O 11.98 -18.95 -16.01
O 10.20 -20.11 -15.63
H 10.41 -21.28 -18.24
H 10.10 -17.62 -12.42
C 10.96 -22.17 -18.55
Br 14.67 -20.98 -14.25
C 11.00 -17.37 -12.98
H 10.73 -17.29 -14.03
*
```

<Q>
ORCA calculation (wB97M-V/def2-TZVPD) on a molecular structure, C6H18BrMnNO6.

Computed properties:
Molecular weight ... 335.05 g mol⁻¹
Kohn-Sham gap (spin up / spin down) ... 0.2694 / 0.2610 Ha

Structure (ORCA input):
```
! wB97M-V def2-TZVPD RIJCOSX def2/J DEFGRID3
* xyz 0 6
N 1.93 1.15 -0.84
H -0.73 2.29 1.95
H 1.83 0.47 2.81
H -1.11 3.55 0.73
H -2.39 0.21 0.95
H 0.90 -1.34 4.56
H -2.44 2.89 1.56
O 3.03 0.87 -0.60
H -1.15 -2.44 -2.16
O 0.18 -0.74 2.13
C -0.25 -1.03 -4.15
Br 1.80 -3.03 -0.52
O 1.06 0.36 -0.53
H -2.26 -0.71 -3.29
C -1.45 2.63 1.20
O -1.14 -1.53 -1.85
H 1.84 -2.45 3.69
C -1.22 -0.71 -2.96
H -2.65 1.84 -0.38
H 0.79 -1.06 -3.82
H 2.62 -1.09 4.38
H -0.34 -1.96 -4.71
H -0.41 -0.28 2.74
H -0.25 -0.21 -4.87
O 1.84 2.30 -1.27
C -1.65 1.65 0.00
O -1.56 0.35 0.48
C 1.50 -0.55 2.60
H 2.19 -0.82 1.80
H -1.15 0.36 -2.77
C 1.72 -1.38 3.84
Mn -0.11 -1.39 0.13
H -0.97 1.77 -0.84
*
```

Least stable = <Q>

<P>
ORCA calculation (wB97M-V/def2-TZVPD) on ClFHOPS in the gas phase.

Computed properties:
Molecular weight ... 134.50 g mol⁻¹
Kohn-Sham gap ... 0.3478 Ha

Structure (ORCA input):
```
! wB97M-V def2-TZVPD RIJCOSX def2/J DEFGRID3
* xyz 0 1
O -1.14 -0.34 0.34
H -1.94 0.09 0.07
F 0.85 -0.23 1.49
S 0.36 1.86 -0.99
Cl 1.53 -1.48 -0.90
P 0.34 0.10 -0.01
*
```

<Q>
ORCA calculation (wB97M-V/def2-TZVPD) on 2 unconnected molecules or ions with the total composition ClFHOPS.

Computed properties:
Molecular weight ... 134.50 g mol⁻¹
Kohn-Sham gap (spin up / spin down) ... 0.2603 / 0.2604 Ha

Structure (ORCA input):
```
! wB97M-V def2-TZVPD RIJCOSX def2/J DEFGRID3
* xyz 0 1
S 2.24 -0.19 -0.93
O -0.72 0.39 -0.95
H -1.36 -0.18 -0.40
Cl -1.31 -1.69 1.39
P 0.58 0.27 -0.10
F 0.56 1.40 0.99
*
```

Least stable = <Q>

<P>
ORCA calculation (wB97M-V/def2-TZVPD) on 12 unconnected molecules or ions with the total composition BH26O11.

Computed properties:
Molecular weight ... 213.01 g mol⁻¹
Kohn-Sham gap ... 0.3412 Ha

Structure (ORCA input):
```
! wB97M-V def2-TZVPD RIJCOSX def2/J DEFGRID3
* xyz -1 1
H 25.88 5.79 16.72
H 25.08 6.43 12.73
H 22.94 4.77 17.93
H 25.54 7.74 16.94
O 22.38 3.64 16.43
H 27.98 4.72 12.70
O 25.11 9.53 14.21
H 25.36 2.49 17.74
O 21.33 6.97 15.09
H 27.63 5.42 14.01
H 25.45 8.91 14.82
H 25.71 8.56 12.98
O 24.85 3.39 14.73
O 22.63 4.91 13.87
O 24.81 3.15 18.06
H 22.65 8.34 16.63
H 23.87 5.96 17.74
H 22.44 7.36 17.80
H 25.71 5.07 13.06
H 25.49 3.75 18.23
H 21.87 6.36 14.65
H 24.25 9.24 14.02
H 23.48 4.96 13.40
O 22.10 8.14 17.37
H 26.24 6.88 15.16
O 25.70 7.97 12.21
H 22.02 5.03 13.13
H 23.99 3.69 14.47
H 24.38 6.50 15.74
H 25.34 3.93 15.31
O 27.58 4.58 13.57
H 21.51 6.73 16.01
H 23.28 3.38 16.62
B 25.51 6.78 16.11
H 25.22 8.40 11.51
O 23.05 5.72 18.19
H 22.53 4.27 15.80
O 24.95 5.46 12.64
*
```

<Q>
ORCA calculation (wB97M-V/def2-TZVPD) on 12 unconnected molecules or ions with the total composition BH26O11.

Computed properties:
Molecular weight ... 213.01 g mol⁻¹
Kohn-Sham gap ... 0.3418 Ha

Structure (ORCA input):
```
! wB97M-V def2-TZVPD RIJCOSX def2/J DEFGRID3
* xyz -1 1
O 27.48 11.34 -4.88
H 29.77 11.08 -9.86
O 26.62 10.87 -7.75
O 29.95 7.54 -9.32
H 30.04 5.14 -7.65
B 30.20 9.69 -6.64
H 29.83 11.73 -8.62
O 29.17 7.72 -3.83
H 31.32 9.55 -4.41
O 29.26 11.72 -9.40
H 26.64 11.03 -6.84
H 31.03 6.24 -7.28
H 29.59 7.97 -4.67
O 27.89 6.32 -6.49
O 27.56 8.33 -9.02
O 26.55 8.19 -4.73
O 30.02 11.56 -2.71
H 29.74 12.29 -3.27
H 27.81 12.22 -4.56
H 29.00 7.80 -9.19
H 27.16 8.64 -9.85
O 31.82 9.37 -3.60
H 30.64 9.91 -7.76
H 28.95 8.51 -3.34
H 30.32 10.66 -5.97
H 29.02 9.44 -6.69
H 28.03 7.04 -7.05
H 27.89 5.58 -7.11
H 30.36 8.16 -8.76
O 30.77 5.36 -7.09
H 30.78 8.75 -6.15
H 26.42 7.68 -5.55
H 26.90 7.67 -8.91
H 27.47 8.15 -4.54
H 27.34 10.28 -7.96
H 32.16 8.53 -3.85
H 28.25 10.85 -5.17
H 30.79 11.20 -3.18
*
```

Least stable = <Q>

<P>
ORCA calculation (wB97M-V/def2-TZVPD) on CH6N4 in the gas phase.

Computed properties:
Molecular weight ... 74.09 g mol⁻¹
Kohn-Sham gap ... 0.3340 Ha

Structure (ORCA input):
```
! wB97M-V def2-TZVPD RIJCOSX def2/J DEFGRID3
* xyz 0 1
N -1.67 1.11 -0.49
H 2.25 -1.66 1.32
H 1.28 -0.03 1.51
C 0.20 -0.21 -0.66
N -0.42 0.79 -0.04
N 0.99 -1.14 -0.11
H -1.45 1.78 -1.26
H -0.41 0.41 0.97
N 1.40 -1.03 1.23
H -0.05 -0.32 -1.67
H -2.12 0.29 -0.81
*
```

<Q>
ORCA calculation (wB97M-V/def2-TZVPD) on a molecular structure, CH6N4.

Computed properties:
Molecular weight ... 74.09 g mol⁻¹
Kohn-Sham gap ... 0.3603 Ha

Structure (ORCA input):
```
! wB97M-V def2-TZVPD RIJCOSX def2/J DEFGRID3
* xyz 0 1
H -0.75 2.33 0.76
H 1.16 -1.42 -1.83
N -0.41 1.41 1.00
N 1.24 -0.76 -1.06
N -0.93 -1.19 -0.03
C 0.13 -0.43 -0.39
H -0.78 -2.18 0.08
N 0.26 0.88 -0.13
H -1.56 -0.75 0.63
H 0.26 1.52 1.77
H 1.39 0.59 -0.80
*
```

<R>
ORCA calculation (wB97M-V/def2-TZVPD) on 2 unconnected molecules or ions with the total composition CH6N4.

Computed properties:
Molecular weight ... 74.09 g mol⁻¹
Kohn-Sham gap ... 0.3810 Ha

Structure (ORCA input):
```
! wB97M-V def2-TZVPD RIJCOSX def2/J DEFGRID3
* xyz 0 1
H -2.78 0.50 -2.10
H 1.35 -0.64 1.36
N -1.13 0.16 -1.18
H -0.76 1.81 0.08
H -1.43 0.35 0.93
H 2.69 -0.36 0.48
C -1.01 0.81 0.08
N 2.35 -0.69 1.46
N -1.90 -0.22 -2.08
H 2.64 -1.71 1.65
N -0.01 0.01 -0.68
*
```

Least stable = <R>

<P>
ORCA calculation (wB97M-V/def2-TZVPD) on C3H5N3S2 in the gas phase.

Computed properties:
Molecular weight ... 147.23 g mol⁻¹
Kohn-Sham gap ... 0.3335 Ha

Structure (ORCA input):
```
! wB97M-V def2-TZVPD RIJCOSX def2/J DEFGRID3
* xyz 0 1
N -2.99 -1.17 0.00
C -1.90 -0.53 -0.01
H 3.92 -0.85 -0.01
H 0.58 1.57 -0.88
N 1.63 -0.93 0.00
C 0.16 1.10 -0.01
S 2.97 0.13 0.00
C 0.48 -0.38 0.00
S -1.66 1.25 0.00
N -0.67 -1.14 0.01
H -0.60 -2.18 -0.01
H -3.79 -0.57 -0.02
H 0.59 1.57 0.89
*
```

<Q>
ORCA calculation (wB97M-V/def2-TZVPD) on C3H5N3S2 in the gas phase.

Computed properties:
Molecular weight ... 147.23 g mol⁻¹
Kohn-Sham gap ... 0.2837 Ha

Structure (ORCA input):
```
! wB97M-V def2-TZVPD RIJCOSX def2/J DEFGRID3
* xyz 0 1
H -3.38 -1.71 0.11
N 0.75 0.76 -0.23
C 0.86 -0.55 -0.08
H -0.55 -2.39 -0.11
H 2.44 1.55 -0.54
H -1.11 1.70 -0.38
N 1.82 1.52 0.19
H 2.07 0.92 1.04
C -0.38 -1.25 -0.20
S -3.04 -0.24 0.17
N -0.68 0.97 0.03
S 2.53 -1.06 0.12
C -1.32 -0.22 -0.12
*
```

Least stable = <Q>

<P>
ORCA calculation (wB97M-V/def2-TZVPD) on a molecular structure, C3H33O14Y.

Computed properties:
Molecular weight ... 382.19 g mol⁻¹
Kohn-Sham gap ... 0.2429 Ha

Structure (ORCA input):
```
! wB97M-V def2-TZVPD RIJCOSX def2/J DEFGRID3
* xyz 2 1
O -1.44 0.46 -4.24
H 4.92 1.62 -0.83
H 1.35 2.81 -2.14
O -0.02 2.92 -3.42
O 2.16 1.63 2.29
O 2.80 -3.24 -0.23
H 1.91 -1.24 2.43
C -0.56 0.73 -0.30
O 4.08 1.17 -0.60
H -0.98 -3.29 -2.95
H -0.23 -2.07 -2.41
H -5.07 0.24 -0.24
H -0.60 3.53 -2.93
O -0.81 -2.35 -3.12
H -0.56 1.27 0.65
H 3.34 1.78 -0.94
H -1.60 0.44 -0.50
H 1.32 -1.47 4.79
C -0.33 -1.69 0.48
H -3.31 0.28 1.69
H 1.37 1.84 2.83
O 2.86 -1.52 2.33
H 0.30 -2.58 0.43
H 1.80 1.42 1.42
H -0.30 1.37 -1.14
H 0.16 -2.06 3.98
O -3.54 -1.87 -1.54
O -4.30 0.68 -0.62
H 0.61 3.49 -3.88
H -3.54 -0.91 -1.37
O -0.28 1.56 3.61
H 2.13 3.64 -1.09
H -1.27 -1.97 -0.02
H -1.22 1.61 3.35
O -3.19 0.83 2.48
H -4.05 0.83 2.92
H 2.50 -4.02 0.27
O 1.63 -0.24 0.08
H 0.31 -0.84 -1.33
Y 3.72 -1.07 0.17
H -1.14 1.37 -4.09
H 3.13 -1.83 3.21
H 2.41 -3.35 -1.12
H -4.25 1.53 -0.16
H -1.51 0.06 -3.37
H -0.63 -1.44 1.50
H -0.18 0.67 3.97
C 0.29 -0.54 -0.27
H -3.09 -1.99 -2.39
O 2.26 2.99 -1.80
O 0.63 -1.22 4.16
*
```

<Q>
ORCA calculation (wB97M-V/def2-TZVPD) on a molecular structure, C3H33O14Y.

Computed properties:
Molecular weight ... 382.19 g mol⁻¹
Kohn-Sham gap ... 0.2356 Ha

Structure (ORCA input):
```
! wB97M-V def2-TZVPD RIJCOSX def2/J DEFGRID3
* xyz 2 1
H 0.31 -2.61 0.41
H 2.43 -3.35 -1.12
H -3.54 -0.94 -1.42
H -0.20 -2.07 -2.41
H -0.35 1.31 -1.17
H 2.11 3.64 -1.11
H 0.21 -2.09 3.96
H 3.40 1.80 -0.93
O 2.17 1.65 2.32
H 1.92 -1.26 2.43
O -0.26 1.63 3.66
H -0.94 -3.29 -2.96
H 0.60 3.51 -3.87
H -0.67 -1.51 1.49
H -3.08 -2.01 -2.43
Y 3.74 -1.08 0.17
O -1.47 0.50 -4.27
O -3.54 -1.90 -1.59
O 1.59 -0.23 0.09
H -1.27 -2.04 -0.04
H -3.35 0.40 1.80
H -1.62 0.37 -0.54
H 4.96 1.61 -0.81
O 0.66 -1.26 4.16
H -4.23 1.50 -0.22
O -0.04 2.93 -3.43
H -0.62 1.23 0.62
O 4.11 1.18 -0.59
H -5.06 0.21 -0.30
H 1.37 -1.51 4.77
H 1.81 1.44 1.45
H 3.12 -1.84 3.23
C -0.59 0.67 -0.32
H -1.53 0.10 -3.40
C -0.35 -1.74 0.47
H -1.16 1.41 -4.11
O 2.81 -3.25 -0.23
H -4.06 0.97 3.03
H 1.32 2.82 -2.16
C 0.26 -0.56 -0.27
O 2.86 -1.54 2.35
H 1.38 1.86 2.87
O -4.29 0.65 -0.68
H 0.29 -0.86 -1.33
H 2.51 -4.04 0.26
H -0.60 3.54 -2.93
O -3.20 0.95 2.58
O -0.78 -2.35 -3.12
H -0.17 0.74 4.03
O 2.23 3.00 -1.82
H -1.20 1.70 3.42
*
```

Least stable = <Q>

<P>
ORCA calculation (wB97M-V/def2-TZVPD) on 2 unconnected molecules or ions with the total composition C3H8ClN2.

Computed properties:
Molecular weight ... 107.56 g mol⁻¹
Kohn-Sham gap ... 0.3913 Ha

Structure (ORCA input):
```
! wB97M-V def2-TZVPD RIJCOSX def2/J DEFGRID3
* xyz 1 1
C 0.61 0.43 -1.42
Cl -0.38 1.84 -1.65
H 2.61 -0.11 -0.94
C -1.24 0.79 0.84
H 0.44 -0.37 -2.00
H -1.45 1.84 0.37
N -0.71 -0.08 0.11
H -0.64 -1.39 1.74
N 1.75 0.49 -0.73
H 1.85 1.15 0.14
C -0.47 -1.35 0.72
H -1.24 -2.02 0.49
H -1.63 0.57 1.89
H 0.49 -1.79 0.44
*
```

<Q>
ORCA calculation (wB97M-V/def2-TZVPD) on 2 unconnected molecules or ions with the total composition C3H8ClN2.

Computed properties:
Molecular weight ... 107.56 g mol⁻¹
Kohn-Sham gap ... 0.3642 Ha

Structure (ORCA input):
```
! wB97M-V def2-TZVPD RIJCOSX def2/J DEFGRID3
* xyz 1 1
H 1.49 -0.25 0.84
N -0.20 -0.75 -0.01
H 0.99 1.16 -1.04
H 0.53 2.32 0.32
H -1.70 -1.21 -0.84
H -0.60 0.39 1.73
H 1.01 -2.05 0.86
C 1.15 -1.11 0.28
H 1.74 -1.33 -0.61
C -0.78 0.29 0.65
H -0.59 1.87 -1.13
C 0.19 1.66 -0.54
Cl -2.58 0.42 0.39
N -0.63 -1.41 -0.89
*
```

Least stable = <Q>